1.
DFT (ωB97M-V/def2-TZVPD) results for C3H6Si in the gas phase.

```
10
Properties=species:S:1:pos:R:3
Si 0.475 -1.101 -0.998
C -0.011 0.567 -0.295
C -1.064 0.608 1.278
C 0.131 1.011 1.181
H 1.227 -1.704 0.111
H 1.405 -0.615 -2.075
H -0.770 -1.644 -1.561
H -0.300 1.315 -0.997
H -2.077 0.353 1.368
H 0.984 1.211 1.989
```

Calculated values
HOMO energy in eV: -8.6
Structure (SMILES): [SiH3]C1C=C1
Calculated total energy in hartree: -407.22206
Multiplicity: 1

2.
DFT (ωB97M-V/def2-TZVPD) results for C27H32N4O3 in the gas phase.

```
66
Properties=species:S:1:pos:R:3
H 3.440 -1.433 3.016
N 3.556 -0.488 2.668
C 4.008 -0.402 1.507
O 4.350 -1.445 0.716
C 4.808 -1.044 -0.572
C 5.017 -2.293 -1.425
C 6.174 -3.139 -0.904
C 7.451 -2.310 -0.828
C 7.245 -1.125 0.111
C 6.113 -0.235 -0.402
C 5.794 0.960 0.546
C 6.166 2.210 -0.093
N 6.472 3.167 -0.634
C 6.509 0.892 1.810
N 7.065 0.848 2.806
C 4.258 0.937 0.845
C 3.905 2.070 1.669
N 3.690 3.010 2.281
C 3.524 0.953 -0.512
C 2.021 1.106 -0.438
C 1.280 1.006 0.734
C -0.092 1.149 0.699
C -0.762 1.383 -0.503
O -2.106 1.514 -0.417
C -2.851 1.778 -1.590
C -4.315 1.932 -1.191
C -4.903 0.627 -0.658
C -6.353 0.798 -0.212
C -6.945 -0.502 0.325
C -8.391 -0.327 0.781
C -8.987 -1.625 1.321
C -10.429 -1.441 1.778
C -0.021 1.466 -1.679
C 1.354 1.332 -1.635
O 3.828 -0.269 -1.200
H 4.084 -2.856 -1.417
H 5.208 -1.959 -2.445
H 6.316 -3.994 -1.566
H 5.924 -3.515 0.089
H 8.273 -2.923 -0.458
H 7.719 -1.950 -1.824
H 8.163 -0.536 0.190
H 6.997 -1.499 1.108
H 6.378 0.157 -1.391
H 3.926 1.785 -1.117
H 1.754 0.827 1.686
H -0.672 1.085 1.605
H -2.492 2.703 -2.062
H -2.738 0.950 -2.303
H -4.879 2.267 -2.063
H -4.383 2.702 -0.421
H -4.850 -0.138 -1.436
H -4.299 0.289 0.185
H -6.952 1.146 -1.057
H -6.402 1.565 0.565
H -6.901 -1.268 -0.452
H -6.341 -0.852 1.166
H -8.995 0.023 -0.060
H -8.434 0.439 1.559
H -8.947 -2.391 0.543
H -8.382 -1.976 2.161
H -10.834 -2.376 2.158
H -10.486 -0.695 2.568
H -11.051 -1.109 0.949
H -0.499 1.640 -2.629
H 1.923 1.398 -2.550
```

Calculated values
HOMO energy in eV: -8.8
Structure (SMILES): [H]/N=C1\O[C@]23CCCC[C@@H]2C(C#N)(C#N)[C@@]1(C#N)[C@H](c1ccc(OCCCCCCCC)cc1)O3
Calculated total energy in hartree: -1492.77287
Multiplicity: 1

3.
DFT (ωB97M-V/def2-TZVPD) results for a molecular structure, Cl2H4NaO2.

```
9
Properties=species:S:1:pos:R:3
Na 16.298 -5.872 4.498
Cl 16.084 -5.040 7.211
Cl 16.989 -8.630 5.130
O 16.060 -5.951 2.003
H 16.642 -6.613 1.610
H 15.230 -6.033 1.519
O 18.622 -5.653 4.240
H 19.190 -6.360 3.912
H 19.141 -4.844 4.171
```

Calculated values
Charge: -1
HOMO energy in eV: -4.1
Calculated total energy in hartree: -1235.72808
Multiplicity: 1

4.
DFT (ωB97M-V/def2-TZVPD) results for 2 unconnected molecules or ions with the total composition C4H4FN.

```
10
Properties=species:S:1:pos:R:3
N -1.200 2.545 0.628
C -1.125 1.779 -0.222
C -1.189 0.761 -1.251
F -0.191 -0.194 -1.167
H -1.283 1.025 -2.362
H -2.091 0.263 -0.843
C 1.364 -0.621 1.770
C 1.429 -1.784 1.549
H 0.983 0.363 1.991
H 1.541 -2.800 1.285
```

Calculated values
HOMO energy in eV: -10.7
Structure (SMILES): N#CCF.C#C
Calculated total energy in hartree: -309.31238
Multiplicity: 1

5.
DFT (ωB97M-V/def2-TZVPD) results for C5H8O in the gas phase.

```
14
Properties=species:S:1:pos:R:3
C 0.995 0.785 -0.794
C 0.824 -0.746 -0.628
C -0.426 -0.419 0.186
C -0.496 0.973 -0.429
C -0.857 -0.683 1.554
O -1.525 -1.259 0.432
H 1.333 1.166 -1.760
H 1.638 1.187 -0.006
H 0.524 -1.209 -1.576
H 1.643 -1.326 -0.192
H -1.157 1.003 -1.300
H -0.742 1.800 0.246
H -0.366 -1.379 2.234
H -1.404 0.137 2.023
```

Calculated values
HOMO energy in eV: -10.0
Structure (SMILES): C1CC2(C1)CO2
Calculated total energy in hartree: -270.48214
Multiplicity: 1

6.
DFT (ωB97M-V/def2-TZVPD) results for a molecular structure, C5H19N2OSr.

```
28
Properties=species:S:1:pos:R:3
C 3.334 -0.215 0.767
Sr 1.618 0.666 -0.944
N -0.263 2.400 -0.633
N 2.534 2.623 0.920
H -0.648 2.256 0.309
H 1.373 2.043 -3.239
H 2.902 -1.059 0.204
H 3.279 -0.032 1.803
H 4.190 0.110 0.200
H 2.002 2.761 1.765
H 2.308 3.367 0.274
H 3.508 2.713 1.167
H -0.149 3.407 -0.777
H -0.991 2.087 -1.290
C -2.653 -0.679 0.585
C -1.420 -1.406 0.000
C -1.243 -2.741 0.759
C -1.712 -1.721 -1.488
O -0.225 -0.551 0.142
H -3.591 -1.288 0.551
H -2.821 0.263 0.028
H -2.437 -0.405 1.634
H -2.142 -3.403 0.705
H -0.377 -3.289 0.349
H -1.029 -2.525 1.822
H -1.860 -0.779 -2.054
H -0.859 -2.257 -1.942
H -2.628 -2.347 -1.616
```

Calculated values
Charge: -1
HOMO energy in eV: -2.2
Calculated total energy in hartree: -417.30485
Multiplicity: 1